Record 1
9
Properties=species:S:1:pos:R:3 method="wB97M-V/def2-TZVPD" relative_energy_ev=0.022 total_energy_ha=-385.62882 multiplicity=4 homo_lumo_gap_ha="0.220 / 0.248" homo_ev="-5.578 / -9.366"
O -0.2338 -1.1565 0.3754
O -0.0178 1.0543 0.3410
C -1.3277 -0.6089 -0.2404
C -1.1200 0.7035 -0.3970
C 0.6720 -0.1243 0.6507
H -2.2160 -1.2217 -0.3514
H 3.5645 0.1270 -0.3224
Pt 2.4414 -0.2709 0.7077
H -1.7628 1.4973 -0.7636

---

Record 2
56
Properties=species:S:1:pos:R:3 method="wB97M-V/def2-TZVPD" total_energy_ha=-2528.89971 multiplicity=4 total_charge=+1 homo_lumo_gap_ha="0.263 / 0.260" homo_ev="-11.640 / -12.135"
Re -0.4336 0.5975 0.4272
C 1.2380 -1.5750 -2.2420
Si 2.0572 -1.5629 -0.5679
C 3.9138 -1.6841 -0.7274
C 1.5185 -2.9754 0.5285
C 1.6201 0.0900 0.3191
C 1.6979 -0.0159 1.8123
C 2.7576 -0.2414 2.6808
C 2.4859 -0.2787 4.0381
C 1.1876 -0.0907 4.5107
C 0.1783 0.1365 3.6021
N 0.4538 0.1695 2.2931
Si 2.3807 1.7220 -0.3245
C 4.2220 1.8043 -0.0659
C 1.9770 1.9508 -2.1286
C 1.4733 3.0033 0.7262
H 1.2070 -2.5892 -2.6424
H 1.7829 -0.9561 -2.9555
H 0.2095 -1.2109 -2.1952
H 4.1685 -2.6437 -1.1814
H 4.3965 -1.6566 0.2516
H 4.3535 -0.9050 -1.3480
H 1.8004 -3.9157 0.0504
H 0.4504 -3.0248 0.7298
H 2.0406 -2.9358 1.4871
H 3.7570 -0.3893 2.2984
H 3.2901 -0.4555 4.7401
H 0.9662 -0.1236 5.5667
H -0.8516 0.2894 3.8938
H 4.7443 1.1920 -0.7990
H 4.5291 1.4838 0.9298
H 4.5641 2.8327 -0.1972
H 2.6851 1.4110 -2.7588
H 2.0528 3.0084 -2.3895
H 0.9724 1.6161 -2.3853
H 1.7389 2.9295 1.7822
H 0.3694 2.9399 0.6699
H 1.6950 4.0183 0.3916
O -3.4425 2.8533 -0.6916
S -2.3331 2.4986 -1.5431
N -1.3022 1.5566 -0.9882
O -8.0226 0.5598 -1.4576
C -7.2210 1.0302 -0.4830
O -7.5927 1.8976 0.2504
C -5.8597 0.4042 -0.3530
C -5.2491 0.4851 0.8923
C -3.9896 -0.0523 1.0854
C -3.3215 -0.6428 0.0185
S -1.6858 -1.3157 0.2446
C -3.9217 -0.7216 -1.2330
C -5.1934 -0.2036 -1.4117
H -7.6322 -0.2054 -1.8926
H -5.7776 0.9765 1.6972
H -3.5253 -0.0185 2.0625
H -3.3922 -1.1757 -2.0596
H -5.6353 -0.2456 -2.3998

---

Record 3
104
Properties=species:S:1:pos:R:3 method="wB97M-V/def2-TZVPD" total_energy_ha=-4274.72315 multiplicity=1 total_charge=+3 homo_lumo_gap_ha=0.177 homo_ev=-13.720
Sn 2.0150 -3.2284 -1.3220
C 5.1187 -0.0664 0.3239
C 3.8426 0.6422 0.5754
C 3.7578 2.0044 0.6794
C 2.5010 2.6126 0.9147
N 1.4255 1.8835 1.0188
N 1.4877 0.5512 0.9571
B 0.1343 -0.0528 1.2363
N -0.0366 -1.4907 1.5348
N -0.1156 -0.6608 2.5833
C -0.3145 -1.0482 3.8160
C -0.4975 -2.4507 3.9657
C -0.5019 -3.3230 2.8980
C -0.7228 -4.7775 3.0239
C -0.2518 -2.7989 1.5738
S -0.1979 -3.7421 0.1732
C -0.3438 -0.0576 4.9464
C -0.1359 1.3571 4.4045
C -1.7005 -0.1517 5.6642
C 0.7795 -0.4056 5.9398
N -1.0609 0.6264 0.5600
N -1.7482 1.5183 1.2541
C -2.8585 2.0211 0.7588
C -3.4078 1.4889 -0.4304
C -2.6625 0.6276 -1.2114
C -3.1367 0.1441 -2.5345
C -1.4112 0.2639 -0.6956
S -0.2304 -0.6375 -1.6391
C -3.5373 3.1947 1.4125
C -4.9376 2.7751 1.8821
C -2.7524 3.7483 2.5972
C -3.6401 4.2898 0.3323
C 2.6446 -0.1139 0.7500
S 2.7099 -1.8198 0.8250
C 2.3525 4.1032 1.0545
C 3.1091 4.5511 2.3141
C 0.8776 4.4802 1.1845
C 2.9565 4.7622 -0.1911
H 5.9251 0.6241 0.0936
H 4.9972 -0.7721 -0.4998
H 5.3942 -0.6480 1.2048
H 4.6479 2.6036 0.5856
H -0.6430 -2.8389 4.9618
H -0.9385 -5.0811 4.0438
H 0.1578 -5.3141 2.6667
H -1.5413 -5.0863 2.3726
H -0.8674 1.6004 3.6383
H 0.8604 1.4722 3.9835
H -0.2393 2.0747 5.2122
H -2.5235 0.0499 4.9823
H -1.7296 0.5889 6.4587
H -1.8543 -1.1270 6.1174
H 1.7500 -0.4228 5.4486
H 0.6148 -1.3649 6.4201
H 0.8058 0.3552 6.7159
H -4.3887 1.7914 -0.7567
H -4.0937 0.5943 -2.7854
H -3.2534 -0.9370 -2.5323
H -2.4148 0.3957 -3.3072
H -4.8662 2.0636 2.7002
H -5.5190 2.3190 1.0857
H -5.4699 3.6533 2.2324
H -2.7430 3.0544 3.4310
H -3.2238 4.6665 2.9310
H -1.7303 3.9770 2.3213
H -4.3064 4.0080 -0.4766
H -2.6606 4.5090 -0.0892
H -4.0265 5.1960 0.7886
H 2.7019 4.0738 3.2023
H 3.0045 5.6258 2.4347
H 4.1698 4.3231 2.2492
H 0.4442 4.0070 2.0602
H 0.3235 4.1639 0.3042
H 0.7893 5.5574 1.2881
H 4.0276 4.5934 -0.2523
H 2.7856 5.8335 -0.1474
H 2.4883 4.3701 -1.0921
O 2.2659 -1.2107 -2.5209
N 2.2875 -0.6381 -3.6995
C 3.0695 -1.1182 -4.6744
C 3.1224 -0.5151 -5.9081
C 2.3259 0.5969 -6.1582
C 1.5098 1.0734 -5.1499
C 1.5076 0.4456 -3.9101
S 0.6217 1.0932 -2.5512
H 3.6515 -1.9882 -4.4087
H 3.7828 -0.9148 -6.6597
H 2.3467 1.0850 -7.1186
H 0.8698 1.9306 -5.3024
N -2.8703 -6.7600 -6.2965
C -1.5425 -6.6908 -6.2496
S -0.6095 -7.6039 -7.2733
C -0.8862 -5.8326 -5.2496
C 0.4778 -5.5425 -5.3602
C 1.1024 -4.8071 -4.3728
N 0.4688 -4.3219 -3.3027
C -0.8349 -4.5727 -3.2051
C -1.5462 -5.3121 -4.1325
H -3.3001 -7.3822 -6.9641
H -3.4747 -6.1784 -5.7416
H 1.0345 -5.9193 -6.2042
H 2.1683 -4.6111 -4.4353
H -1.3276 -4.1709 -2.3298
H -2.5898 -5.5041 -3.9508

---

Record 4
7
Properties=species:S:1:pos:R:3 method="wB97M-V/def2-TZVPD" relative_energy_ev=0.269 total_energy_ha=-290.24571 multiplicity=1 homo_lumo_gap_ha=0.461 homo_ev=-11.845 smiles="O=CO.F"
O -1.0019 0.5083 -0.3517
C 0.0680 0.8627 0.0983
O 1.0658 0.1516 0.4836
H 0.1567 1.9492 0.0450
H 1.1199 -0.8496 0.1288
F -0.5147 -1.7690 -0.2047
H -0.8938 -0.8533 -0.1994